The following is a DFT calculation (ωB97M-V/def2-TZVPD) of a cluster of 6 separate species, C18H48O6 in total in a non-equilibrium geometry.

```
72
C18H48O6 ωB97M-V/def2-TZVPD
O -0.41800 -2.36674 0.58018
O -3.46806 -5.14635 -3.15110
O 5.81941 2.08502 0.63225
O 0.49649 5.15952 4.22415
O 2.87343 3.31540 -2.69907
O -5.50120 -3.08667 -3.74185
C 2.48115 1.35824 -1.30401
C -5.33422 -1.06651 -2.48950
C -0.15166 3.17886 2.93193
C -4.21973 -5.35182 -0.86798
C 1.72515 3.64686 -0.60690
C 0.86058 3.83755 3.88434
C -4.99153 -1.73575 -3.81646
C 2.77947 2.85279 -1.35535
C -0.07419 -1.13775 -0.07462
C -3.51253 -1.71260 -4.13668
C 1.12735 2.98723 5.11459
C 0.14681 -0.05460 0.99028
C -1.24063 -0.77900 -0.94665
C 5.72310 2.33043 3.02644
C 4.32079 0.63951 1.84582
C -3.12829 -5.69174 -1.88513
C 5.65776 1.35789 1.86317
C -1.79271 -5.14471 -1.41625
H 5.61978 1.82431 3.98839
H 4.27678 -0.06654 2.67728
H -1.47356 -5.57073 -0.46200
H 1.44995 1.14463 -1.60200
H 2.57823 1.06337 -0.25941
H -5.61452 -3.43737 -4.62943
H 4.91598 3.06420 2.95114
H -0.26114 3.76849 2.02275
H -1.41782 -1.49399 -1.75215
H -5.03177 -1.72362 -1.67104
H 1.18542 -0.11476 1.34039
H 0.73088 3.34821 -0.95832
H -4.13549 -5.96382 0.03363
H -6.37550 -0.77369 -2.43897
H 3.48985 1.34724 1.85152
H 2.06595 3.25308 5.59530
H -3.15119 -0.68935 -4.23198
H -0.48223 -0.26206 1.85642
H -0.03506 0.95869 0.63781
H -2.17670 -0.66234 -0.39894
H 1.83842 4.71117 -0.80110
H -4.68380 -0.19220 -2.37674
H -5.57253 -1.25333 -4.61165
H 6.46518 0.62905 1.92428
H 5.66271 3.01806 0.81296
H 1.77299 3.93506 3.28525
H -0.41530 5.16244 4.53281
H 0.27869 3.04960 5.79674
H 3.76664 3.61534 -2.87957
H -1.04191 0.18633 -1.42516
H -4.14870 -4.30426 -0.56630
H 1.76046 3.43050 0.46206
H 0.20384 -2.49564 1.30283
H -3.09998 -6.77769 -1.97324
H -1.14087 3.07983 3.39327
H 4.21317 0.05793 0.92697
H -1.00953 -5.40908 -2.13391
H 0.20860 2.17936 2.69090
H 6.67916 2.85813 3.05278
H -5.20238 -5.55149 -1.29834
H 0.83203 -1.29427 -0.66317
H 3.14835 0.76069 -1.92131
H 3.74026 2.97635 -0.83985
H -2.93230 -2.18318 -3.33288
H -3.26434 -2.30533 -5.01832
H 1.21529 1.93425 4.82458
H -1.82319 -4.06029 -1.30831
H -3.78752 -4.24634 -3.00758
```

Output
Highest occupied orbital energy, eV: -9.66
E_tot, eV: -31728.870
ΔE to the lowest compared entry with this formula, charge and spin, kJ/mol: 75.26

The following is a DFT calculation (ωB97M-V/def2-TZVPD) of a cluster of 2 separate species, C26H30Br2N2O5 in total in a non-equilibrium geometry.

```
65
C26H30Br2N2O5 ωB97M-V/def2-TZVPD
Br -7.50418 3.84553 0.17615
Br -4.99204 0.00510 3.66043
O 3.37296 -5.79018 -2.54978
O -7.14272 1.24155 1.84246
O 0.86870 3.85489 3.20889
O -2.74583 5.81972 2.03646
O 4.76068 -3.01971 -2.11363
N 2.68187 -3.36220 -1.28067
N 1.47680 -5.88898 -3.71675
C 1.99435 -2.69386 -3.59830
C -3.79804 3.73814 2.14978
C 0.50160 5.83232 5.31637
C 0.97665 -0.82315 -2.11770
C 1.86993 -3.20377 -5.04505
C -0.26324 4.63642 3.23842
C 0.86047 -1.66245 -3.39275
C 3.98834 -3.10483 -1.16980
C 0.58489 2.78906 2.40399
C -6.02812 3.29033 1.26203
C 0.93876 0.72175 1.21141
C -3.85116 2.50984 2.83263
C -0.70759 2.86874 1.90814
C 1.67345 -7.24837 -4.21929
C -1.18972 1.88245 1.03960
C -2.61482 4.61733 2.24268
C 1.41952 1.72367 2.06430
C 2.35928 -5.23275 -2.94882
C -4.90783 4.11978 1.37516
C 4.48752 -2.85054 0.23371
C -0.33482 5.91605 4.03608
C -4.96912 1.67625 2.72731
C 1.96817 -3.80251 -2.49960
C -1.26406 4.08515 2.46523
C -6.05726 2.06665 1.93965
C -0.36688 0.80103 0.70446
H -1.37334 6.14003 4.29634
H 0.41334 6.76448 5.88308
H -3.01836 2.18550 3.45251
H 0.22410 -0.03527 -2.14327
H 5.53506 -2.55665 0.18325
H -4.90255 5.06864 0.84299
H 2.16712 -3.39827 -0.41829
H 3.90597 -2.05240 0.68969
H 1.63566 -7.95768 -3.39039
H -0.74814 0.02690 0.04643
H 0.86735 -0.96461 -4.23159
H -0.10407 -2.17218 -3.39342
H 0.15407 5.00779 5.94691
H 1.57928 -0.11180 0.94042
H 2.42828 1.68418 2.46237
H 0.03743 6.73689 3.41578
H 2.65299 -7.32514 -4.69689
H 4.39462 -3.76577 0.81526
H 0.64719 -5.39628 -4.00268
H 1.97119 -2.36735 -5.73787
H 1.96491 -0.36555 -2.05979
H 1.55811 5.67192 5.07861
H 0.80498 -1.44409 -1.23960
H 2.67803 -3.90296 -5.26612
H 0.92265 -3.90425 -2.21145
H 2.94148 -2.15775 -3.55460
H 0.90155 -7.49974 -4.94761
H -6.99786 0.46214 2.40235
H 0.90339 -3.67814 -5.21113
H -2.19097 1.94899 0.62548
```

Output
Highest occupied orbital energy, eV: -8.68
E_tot, eV: -180752.338

The following is a DFT calculation (ωB97M-V/def2-TZVPD) of the ion C5H12O2PS with charge -1 in a non-equilibrium geometry.

```
21
C5H12O2PS ωB97M-V/def2-TZVPD
S -1.94879 -2.06430 -1.84811
P -0.31543 -0.92425 -1.70628
O -0.69307 0.71874 -2.03820
O 0.82727 -1.29637 -2.55227
C -0.78741 -0.06420 1.08257
C 0.40359 -0.44310 0.22785
C 1.43263 0.63475 -0.05021
C 1.05205 -1.77974 0.73558
C -1.84213 1.53598 -1.86634
H -1.36625 -0.99164 1.39016
H 1.16857 -1.82706 1.86841
H -0.40835 0.36645 2.02955
H -1.43692 2.43688 -1.41577
H -2.00025 1.73565 -2.96757
H 0.42867 -2.64112 0.44824
H -1.52092 0.63878 0.50153
H -2.55652 1.06211 -1.16511
H 2.40813 0.11880 -0.00151
H 1.42768 1.26943 -0.91405
H 1.98002 -1.84785 0.19360
H 1.41060 1.31936 0.75269
```

Output
Highest occupied orbital energy, eV: -4.11
Total charge: -1
E_tot, eV: -29601.118
ΔE to the lowest compared entry with this formula, charge and spin, kJ/mol: 57.43

Molecular weight, respectively: 360.58, 610.34, 167.19 u.
LUMO, respectively: 0.54, -0.12, 3.60 eV.